[1]
The following is a quantum chemistry calculation of the molecule C6H8FN in a non-equilibrium geometry, from OMol25.

Geometry as XYZ:
```
16
Properties=species:S:1:pos:R:3:lowdin_charge:R:1
F -0.11 1.85 -0.19 -0.0176
N -2.49 -0.02 -0.48 -0.0122
C 0.54 0.78 0.45 -0.2692
C -0.19 -0.56 0.25 -0.1700
C 1.93 0.51 -0.02 -0.0299
C 0.73 -1.46 -0.11 -0.0255
C 2.03 -0.80 -0.29 -0.0605
C -1.67 -0.72 0.48 -0.2560
H 2.91 -1.30 -0.61 0.0874
H -2.32 -0.37 -1.43 0.0758
H -1.97 -1.79 0.47 0.1242
H -2.29 1.00 -0.46 0.0708
H 0.54 0.99 1.48 0.1421
H -1.95 -0.32 1.48 0.1238
H 2.71 1.27 -0.07 0.1152
H 0.56 -2.51 -0.24 0.1015
```

As for the largest force on an atom: 2.04 eV/A. The value obtained for the energy relative to the best compared isomer or geometry (same formula, charge and spin) is 106.3 kJ/mol. As for the orbital gap: 9.2 eV. The charge is 0.

[2]
The following is a quantum chemistry calculation of a cluster of 2 separate species, C4H12N2O2 in total in a non-equilibrium geometry, from OMol25.

Geometry as XYZ:
```
20
Properties=species:S:1:pos:R:3:lowdin_charge:R:1
O 0.85 1.24 0.66 0.0491
O 2.06 -1.70 -1.29 -0.0756
N 0.96 -1.22 1.70 0.0038
N -0.92 0.73 -0.61 -0.1466
C -2.13 -0.06 -0.80 -0.0511
C -0.36 -0.73 1.33 -0.1824
C -0.12 0.53 0.46 -0.4798
C -0.65 1.89 -1.42 -0.0547
H 2.81 -1.11 -1.34 0.0319
H -0.92 -1.46 0.77 0.0977
H -2.77 -0.03 0.09 0.0966
H -0.48 2.79 -0.83 0.0921
H -1.87 -1.03 -1.22 0.0930
H 0.25 1.78 -2.04 0.0930
H 0.94 -2.19 1.98 0.0787
H -2.80 0.43 -1.51 0.0824
H 1.46 -0.65 2.35 0.0789
H -0.94 -0.38 2.20 0.1205
H 1.72 -1.57 -0.40 -0.0104
H -1.43 2.04 -2.16 0.0829
```

As for the largest force on an atom: 1.54 eV/A. The value obtained for the energy relative to the best compared isomer or geometry (same formula, charge and spin) is 137.5 kJ/mol. As for the orbital gap: 10.0 eV. The charge is 0.

[3]
The following is a quantum chemistry calculation of the molecule C4H8N4 in a non-equilibrium geometry, from OMol25.

Geometry as XYZ:
```
16
Properties=species:S:1:pos:R:3:lowdin_charge:R:1
N 1.62 0.92 -2.50 0.1210
N 2.66 1.04 -0.47 0.0863
N -1.23 0.15 1.12 -0.0714
N 0.30 0.56 -0.63 0.1147
C -2.09 -0.80 0.44 -0.1090
C 0.07 0.38 0.64 -0.1514
C 1.60 0.80 -1.15 -0.5999
C -1.64 -1.01 1.85 -0.1246
H 0.76 0.57 1.46 0.1281
H -1.70 -1.32 -0.42 0.0994
H -2.18 -0.87 2.78 0.1007
H 0.85 0.40 -2.89 0.0839
H -0.96 -1.88 1.98 0.1153
H 2.48 0.81 -2.97 0.0798
H -3.08 -0.49 0.22 0.0940
H 2.56 0.73 0.53 0.0332
```

As for the largest force on an atom: 2.72 eV/A. The value obtained for the energy relative to the best compared isomer or geometry (same formula, charge and spin) is 192.3 kJ/mol. As for the orbital gap: 9.3 eV. The charge is 0.

[4]
The following is a quantum chemistry calculation of a structure of composition C33H27AuN5O2S, from OMol25.

Geometry as XYZ:
```
69
Properties=species:S:1:pos:R:3:lowdin_charge:R:1
Au 0.39 0.27 -1.55 1.4489
S -0.81 -0.37 4.88 1.0553
O 1.52 -3.07 -3.49 0.1341
O 1.56 3.91 -2.83 0.1270
N 2.99 -2.64 5.98 0.0912
N 0.57 -1.68 -2.06 0.0021
N 1.54 0.43 -3.17 -0.0015
N -0.12 0.06 0.41 -0.1294
N 0.41 2.32 -1.78 0.0387
C 3.12 1.77 -4.29 0.1010
C 0.71 0.67 1.28 -0.1027
C -0.03 -2.97 -1.64 -0.1977
C -1.16 -0.67 0.87 -0.0868
C 0.73 -2.63 5.19 -0.0725
C -0.83 3.77 -0.01 -0.1947
C -3.71 -2.06 -2.13 -0.0493
C -4.31 -3.23 -1.70 -0.0350
C 1.34 2.67 -2.63 -0.3049
C -1.20 5.18 1.91 -0.0291
C 1.91 -3.27 5.55 -0.1145
C -1.54 -3.01 -1.68 -0.2322
C -1.38 -0.82 2.22 -0.0197
C -0.35 3.60 -1.43 -0.1648
C 0.70 -1.25 5.29 -0.5163
C 0.63 -3.94 -2.67 0.0467
C 0.54 0.54 2.64 -0.0206
C -1.95 4.18 2.51 -0.0356
C 3.62 0.61 -4.88 0.0717
C -1.62 2.79 0.58 -0.0723
C -2.15 -4.18 -1.25 -0.0207
C 2.93 -1.31 6.09 -0.1116
C -2.17 2.99 1.84 -0.0563
C -0.52 -0.22 3.14 -0.4688
C 1.81 -0.57 5.76 -0.0783
C 2.05 -0.70 -3.68 -0.1054
C -0.65 4.99 0.65 -0.0162
C 2.06 1.63 -3.41 -0.1138
C 1.37 -1.87 -3.07 -0.2794
C -3.53 -4.29 -1.26 -0.0273
C 0.66 4.66 -1.92 0.0075
C -2.32 -1.95 -2.12 -0.0878
C 3.10 -0.65 -4.57 0.1017
H -0.09 -4.36 -3.36 0.1549
H -5.39 -3.32 -1.71 0.1256
H 4.46 0.68 -5.57 0.1514
H 0.20 5.43 -2.53 0.1605
H 3.50 -1.56 -5.00 0.1572
H -1.55 -5.02 -0.89 0.1321
H -1.23 3.63 -2.08 0.1715
H 3.54 2.74 -4.50 0.1565
H -1.06 6.13 2.41 0.1262
H -4.31 -1.24 -2.49 0.1195
H -1.81 -1.12 0.13 0.1045
H 1.25 -4.71 -2.23 0.1531
H -0.10 5.80 0.20 0.1147
H 1.80 0.51 5.89 0.1105
H -4.00 -5.21 -0.93 0.1268
H 1.28 5.10 -1.14 0.1409
H 1.22 1.05 3.31 0.1305
H -1.88 1.90 0.03 0.0944
H -2.80 2.23 2.28 0.1158
H -2.23 -1.40 2.56 0.1329
H 0.34 -3.17 -0.63 0.1632
H -0.13 -3.20 4.87 0.1096
H 1.51 1.27 0.87 0.1211
H -2.39 4.35 3.49 0.1244
H 1.98 -4.35 5.50 0.1191
H -1.87 -1.04 -2.51 0.0817
H 3.82 -0.82 6.48 0.1207
```

As for the largest force on an atom: 0.43 eV/A. As for the orbital gap: 4.7 eV. The charge is +3.

[5]
The following is a quantum chemistry calculation of a cluster of 2 separate species, C4H8O3 in total in a non-equilibrium geometry, from OMol25.

Geometry as XYZ:
```
15
Properties=species:S:1:pos:R:3:lowdin_charge:R:1
O -1.87 0.80 1.65 -0.0107
O -1.38 0.17 -0.86 0.0125
O 0.01 1.85 -1.24 0.0989
C -0.68 0.89 1.56 -0.1421
C -0.14 0.64 -0.72 -0.5145
C 0.81 -1.30 0.31 -0.1249
C 0.94 -0.38 -0.86 -0.1745
H 1.87 0.14 -0.82 0.1091
H 0.15 -0.75 1.05 0.0319
H 1.79 -1.61 0.71 0.0849
H 0.30 -2.30 0.17 0.0945
H 0.01 1.14 2.36 0.0626
H -1.70 -0.48 -0.12 0.1665
H -0.90 2.20 -1.34 0.1460
H 0.79 -1.01 -1.83 0.1599
```

As for the largest force on an atom: 3.29 eV/A. The value obtained for the energy relative to the best compared isomer or geometry (same formula, charge and spin) is 429.1 kJ/mol. As for the orbital gap: 8.0 eV. The charge is 0.

[6]
The following is a quantum chemistry calculation of the molecule CH5NO2Si in a non-equilibrium geometry, from OMol25.

Geometry as XYZ:
```
10
Properties=species:S:1:pos:R:3:lowdin_charge:R:1
Si -0.67 0.77 -1.04 0.7246
O 0.42 0.16 2.28 0.0561
O -0.36 -1.68 1.48 0.0465
N 0.21 -0.62 1.37 -0.5130
C 0.61 -0.30 0.01 -0.2795
H 0.81 -1.30 -0.56 0.1224
H -0.37 0.44 -2.34 -0.1087
H 1.54 0.28 0.19 0.0911
H -0.33 2.15 -0.80 -0.0750
H -1.86 0.10 -0.59 -0.0645
```

As for the largest force on an atom: 2.99 eV/A. The value obtained for the energy relative to the best compared isomer or geometry (same formula, charge and spin) is 195.4 kJ/mol. As for the orbital gap: 11.3 eV. The charge is 0.

[7]
The following is a quantum chemistry calculation of a structure of composition C12H28Cl2NPRu in a non-equilibrium geometry, from OMol25.

Geometry as XYZ:
```
45
Properties=species:S:1:pos:R:3:lowdin_charge:R:1
Ru 0.00 0.00 1.32 0.5348
Cl 1.34 -1.89 1.41 -0.1006
Cl -1.42 1.99 1.22 -0.1774
P -0.07 0.07 -1.05 0.8952
N 0.00 0.00 3.32 -0.0889
C 0.60 1.82 -3.25 -0.1225
C -0.54 -0.36 6.03 -0.1902
C -2.13 -0.21 -3.06 -0.1135
C 1.06 -1.02 -2.06 -0.5409
C -2.42 -1.55 -0.97 -0.1537
C -1.84 -0.27 -1.57 -0.5477
C 0.23 1.79 -1.76 -0.5343
C 2.52 -0.75 -1.68 -0.1321
C 0.73 -2.51 -1.99 -0.1253
C 0.52 0.34 6.85 -0.0910
C -0.25 -0.16 4.55 -0.0001
C 1.23 2.63 -0.98 -0.1669
H -3.13 -0.60 -3.25 0.0803
H 1.48 -0.07 6.62 0.0781
H 0.02 1.14 -3.86 0.0481
H -1.50 0.06 6.25 0.1109
H 0.43 2.82 -3.63 0.0844
H 2.62 -0.61 -0.61 0.0157
H -2.60 -2.30 -1.73 0.0704
H -2.33 0.57 -1.09 0.0626
H 1.07 1.22 1.26 -0.0427
H 2.92 0.12 -2.18 0.0632
H -3.38 -1.32 -0.51 0.0816
H 1.52 -3.07 -2.50 0.0796
H -1.78 -1.98 -0.21 0.0187
H 1.53 3.49 -1.58 0.0773
H -1.44 -0.81 -3.64 0.0715
H 1.65 1.59 -3.40 0.0720
H 0.31 0.21 7.89 0.0756
H 0.52 1.39 6.62 0.0784
H -1.51 -0.62 1.34 -0.0453
H 0.80 3.01 -0.06 0.0139
H 0.68 -2.87 -0.97 0.0169
H -2.11 0.81 -3.45 0.0678
H -0.75 2.26 -1.64 0.0818
H -0.54 -1.40 6.25 0.1102
H 0.92 -0.70 -3.09 0.0856
H 2.13 2.08 -0.73 0.0565
H -0.20 -2.73 -2.49 0.0628
H 3.13 -1.61 -1.97 0.0793
```

As for the largest force on an atom: 12.82 eV/A. The spin multiplicity is 5. As for the orbital gap (spin up / spin down): 6.4 / 6.5 eV. As for the expectation value of S²: 6.022. The charge is 0.

[8]
The following is a quantum chemistry calculation of a structure of composition C13H25N3O3RhS, from OMol25.

Geometry as XYZ:
```
46
Properties=species:S:1:pos:R:3:lowdin_charge:R:1
Rh -0.67 0.44 0.42 0.8601
S 2.01 1.30 1.44 0.6643
O 0.65 1.82 1.61 -0.3531
O 2.23 0.69 0.16 -0.2572
O 2.21 0.21 2.57 -0.1536
N -1.51 2.35 0.19 -0.0135
N -2.10 -0.30 -0.92 -0.0182
N -1.98 2.85 -4.41 0.2563
C 0.17 -2.49 0.29 0.0538
C -2.04 2.81 -1.12 -0.3027
C 0.02 -0.84 2.06 -0.1025
C -1.57 0.68 -3.17 -0.0687
C -1.08 2.11 -3.42 -0.2474
C -0.88 2.90 -2.14 -0.0737
C -2.64 0.53 -2.06 -0.2930
C -3.15 1.87 -1.54 -0.0921
C 1.58 -2.53 0.29 -0.0036
C 3.29 2.44 1.77 -0.0524
C 2.24 -1.78 1.20 0.0711
C 1.52 -1.01 2.24 -0.2759
C -0.61 -1.73 1.18 -0.1499
H 4.19 2.01 1.34 0.1045
H -2.26 2.40 0.87 0.1315
H -0.79 2.99 0.53 0.1066
H 0.02 2.46 -1.69 0.1246
H -2.05 2.34 -5.30 0.1867
H -2.46 3.81 -0.98 0.1613
H 3.33 -1.75 1.24 0.1626
H -0.35 -3.13 -0.42 0.1418
H -3.84 1.71 -0.71 0.1416
H 3.39 2.60 2.85 0.1065
H -2.93 3.00 -4.07 0.1648
H -1.73 -1.15 -1.33 0.1028
H -3.78 2.33 -2.31 0.1297
H 3.02 3.37 1.27 0.1016
H -3.48 -0.03 -2.46 0.1595
H -0.68 0.11 -2.90 0.1325
H 1.60 -1.62 3.16 0.2178
H 2.11 -3.14 -0.43 0.1431
H -0.50 -0.42 2.91 0.1494
H -1.66 -1.93 1.28 0.1283
H -2.90 -0.60 -0.36 0.1243
H -0.62 3.94 -2.35 0.1389
H -1.59 3.77 -4.63 0.1873
H -1.93 0.23 -4.09 0.1380
H -0.13 2.06 -3.96 0.1659
```

As for the largest force on an atom: 0.87 eV/A. The value obtained for the energy relative to the best compared isomer or geometry (same formula, charge and spin) is 40.7 kJ/mol. As for the orbital gap (spin up / spin down): 6.9 / 6.9 eV. The charge is +3.

[9]
The following is a quantum chemistry calculation of the molecule C38H37BrN2O3 in a non-equilibrium geometry, from OMol25.

Geometry as XYZ:
```
81
Properties=species:S:1:pos:R:3:lowdin_charge:R:1
Br -2.04 4.12 1.47 0.7221
O -2.36 -4.05 1.61 -0.0110
O -7.39 -8.47 3.88 0.0503
O -3.82 -2.60 0.69 0.0590
N -5.63 -5.40 4.15 -0.0231
N -6.40 -7.08 5.44 -0.0337
C -3.84 1.09 6.23 -0.0776
C -1.09 -7.80 5.58 -0.0346
C -5.66 -5.85 5.56 -0.2476
C -3.02 -2.85 1.60 -0.4265
C -3.12 0.64 7.35 -0.0978
C -1.33 0.29 2.95 -0.0405
C -8.53 -3.78 4.14 -0.0354
C -9.39 -3.38 5.17 -0.0779
C -4.33 -3.36 4.48 -0.0575
C -2.65 -1.90 2.74 -0.0714
C -7.61 -5.58 2.64 -0.0866
C -10.39 -5.59 5.20 -0.0766
C -2.24 -0.56 2.21 -0.1559
C -5.06 -4.24 3.69 -0.0530
C -2.00 -6.89 6.18 -0.2224
C -3.91 -2.06 4.04 -0.1778
C 0.59 -7.24 7.24 -0.0886
C -3.32 -6.74 5.62 -0.0263
C -4.12 0.22 5.15 -0.0243
C -6.80 -7.42 4.18 -0.3953
C -6.70 -7.88 6.61 -0.0081
C -6.40 -6.27 3.26 -0.1834
C -8.58 -5.10 3.68 -0.2305
C -0.29 -6.32 7.83 -0.0813
C -1.28 1.63 2.73 -0.1408
C -3.64 -1.11 5.15 -0.2075
C -10.32 -4.29 5.70 -0.0979
C -2.97 -1.55 6.31 -0.0401
C -1.57 -6.14 7.30 -0.0314
C -2.01 2.24 1.68 -0.6901
C -2.90 -5.07 0.69 -0.2230
C 0.19 -7.98 6.12 -0.0824
C -2.87 0.06 1.08 -0.0151
C -4.31 -6.01 6.20 -0.0401
C -2.81 1.42 0.86 -0.1180
C -2.67 -0.68 7.37 -0.0875
C -9.51 -6.00 4.19 -0.0376
C -2.18 -6.36 0.95 -0.0783
H -5.75 -6.71 2.48 0.1580
H -4.19 2.13 6.19 0.1044
H -5.78 -8.13 7.16 0.0933
H -8.12 -6.35 2.00 0.1424
H -2.06 -1.04 8.21 0.1039
H 1.59 -7.35 7.62 0.0975
H -3.53 -7.23 4.68 0.1195
H -0.78 -0.15 3.79 0.1207
H -3.52 -0.56 0.45 0.0991
H -4.73 0.59 4.31 0.1205
H -4.22 -3.64 5.55 0.0908
H -9.32 -2.37 5.57 0.1029
H -11.03 -3.97 6.48 0.1049
H -2.26 -5.41 7.75 0.1032
H -2.25 -6.67 1.99 0.0595
H -1.78 -2.33 3.27 0.1429
H -7.81 -3.09 3.71 0.1119
H -6.22 -5.11 6.15 0.1597
H -11.10 -6.31 5.61 0.1043
H -4.56 -1.63 3.23 0.1443
H -3.98 -5.19 0.86 0.1089
H -2.64 -2.60 6.38 0.1115
H -7.36 -7.34 7.31 0.0999
H -2.88 1.32 8.15 0.0987
H -7.21 -8.80 6.28 0.0930
H -2.77 -4.75 -0.36 0.1299
H -9.54 -7.02 3.82 0.1137
H 0.02 -5.73 8.70 0.1061
H -0.72 2.30 3.41 0.1109
H -1.43 -8.37 4.71 0.1119
H -1.12 -6.27 0.67 0.0810
H -3.41 1.89 0.09 0.0943
H 0.87 -8.71 5.65 0.1061
H -7.28 -4.78 1.99 0.1126
H -4.22 -5.64 7.22 0.1096
H -2.61 -7.20 0.32 0.1012
H -5.28 -3.99 2.64 0.1298
```

As for the largest force on an atom: 4.96 eV/A. The value obtained for the energy relative to the best compared isomer or geometry (same formula, charge and spin) is 0.0 kJ/mol. As for the orbital gap: 7.5 eV. The charge is 0.

[10]
The following is a quantum chemistry calculation of the molecule CH3Cl2OP in a non-equilibrium geometry, from OMol25.

Geometry as XYZ:
```
8
Properties=species:S:1:pos:R:3:lowdin_charge:R:1
Cl -1.58 -1.31 -0.25 0.4272
Cl -1.74 1.72 -0.36 0.2851
P -0.43 0.18 -0.02 -0.1126
O -0.38 0.50 1.59 -0.2852
C 1.09 -0.40 -0.60 -0.2685
H 0.90 -1.06 -1.47 -0.0006
H 1.76 0.39 -0.63 -0.0495
H 0.37 -0.02 1.73 0.0040
```

As for the largest force on an atom: 3.65 eV/A. The value obtained for the energy relative to the best compared isomer or geometry (same formula, charge and spin) is 212.9 kJ/mol. As for the orbital gap: 9.4 eV. The charge is 0.

[11]
The following is a quantum chemistry calculation of a cluster of 2 separate species, C3H4O2S in total in a non-equilibrium geometry, from OMol25.

Geometry as XYZ:
```
10
Properties=species:S:1:pos:R:3:lowdin_charge:R:1
S 1.90 -1.23 -0.66 0.6340
O -0.89 2.12 0.64 0.0844
O -1.02 -1.17 -0.71 0.0061
C -0.48 0.00 -0.52 -0.3725
C 0.78 0.02 0.01 -0.6091
C -1.39 1.17 0.09 -0.1162
H 1.26 0.86 -0.19 0.0251
H -2.37 1.14 -0.27 0.1009
H 1.52 -2.75 0.49 0.1110
H 0.68 -0.17 1.11 0.1362
```

As for the largest force on an atom: 9.42 eV/A. The value obtained for the energy relative to the best compared isomer or geometry (same formula, charge and spin) is 466.0 kJ/mol. As for the orbital gap: 8.2 eV. The charge is 0.

[12]
The following is a quantum chemistry calculation of the ion C3H9N2O with charge +1 in a non-equilibrium geometry, from OMol25.

Geometry as XYZ:
```
15
Properties=species:S:1:pos:R:3:lowdin_charge:R:1
O 0.81 -0.34 0.46 -0.1191
N -1.54 0.57 1.39 0.0411
N -0.70 -1.30 -1.01 0.2237
C 1.95 0.51 0.52 -0.0519
C -0.02 -0.19 -0.61 -0.2970
C -1.49 0.74 0.09 -0.0565
H -2.43 0.73 -0.41 0.0927
H 0.31 0.53 -1.33 0.1640
H -0.92 -2.10 -0.37 0.1796
H 1.58 1.58 0.49 0.1287
H -1.49 -1.06 -1.67 0.1747
H 2.83 0.26 -0.25 0.1548
H -2.44 0.59 1.92 0.1454
H 2.53 0.38 1.39 0.0753
H -0.62 0.37 1.89 0.1445
```

As for the largest force on an atom: 3.83 eV/A. The value obtained for the energy relative to the best compared isomer or geometry (same formula, charge and spin) is 160.5 kJ/mol. The spin multiplicity is 3. As for the orbital gap (spin up / spin down): 8.1 / 8.0 eV. As for the expectation value of S²: 2.011. The charge is +1.